Here is an isolated ion of composition C27H40BBrFINO6 and charge -1 from the OMol25 dataset. Energies are from ωB97M-V/def2-TZVPD.

```
! wB97M-V def2-TZVPD RIJCOSX def2/J DEFGRID3
* xyz -1 1
C 1.985 2.664 3.702
C 0.904 1.930 4.474
O -0.326 1.842 3.789
C -0.382 0.788 2.805
C -1.438 1.203 1.802
C -1.555 0.824 0.303
C -2.613 1.897 -0.137
C -3.822 1.485 -0.963
C -4.753 0.533 -0.209
I -6.729 1.391 0.091
O -2.082 -0.518 0.207
C -1.409 -1.416 -0.716
C -1.745 -2.812 -0.113
C -0.853 -4.012 -0.456
F 0.146 -3.772 -1.385
C -2.234 -1.591 -2.051
O -3.329 -1.004 -2.121
O -1.835 -2.479 -2.831
C 0.045 -0.843 -0.703
C 0.863 -1.516 0.452
C 0.302 -1.989 1.812
C 1.318 -1.947 2.972
N 2.674 -2.377 2.618
C 0.969 -1.104 -1.931
C 2.363 -1.240 -1.822
C 3.205 -1.415 -2.919
C 2.691 -1.479 -4.206
C 1.312 -1.342 -4.349
C 0.493 -1.155 -3.239
C -0.264 0.714 -0.585
C -0.243 1.557 -1.925
C -1.379 1.883 -2.898
O -1.898 2.937 -2.862
Br -1.909 0.834 -4.455
B 0.904 1.623 0.054
O 0.510 2.845 0.631
C 2.477 1.469 -0.012
C 3.071 2.259 -1.238
H 2.114 2.213 2.724
H 2.930 2.531 4.229
H 1.756 3.716 3.567
H 1.243 0.931 4.764
H 0.697 2.497 5.381
H 0.625 0.619 2.423
H -0.707 -0.088 3.362
H -1.380 2.287 1.846
H -2.408 0.968 2.235
H -2.056 2.730 -0.557
H -3.093 2.317 0.746
H -3.665 1.174 -1.983
H -4.390 2.415 -1.063
H -4.914 -0.386 -0.748
H -4.363 0.364 0.786
H -1.860 -2.768 0.966
H -2.751 -3.059 -0.434
H -1.470 -4.813 -0.863
H -0.363 -4.441 0.420
H 1.254 -2.424 0.011
H 1.749 -0.947 0.714
H 0.093 -3.056 1.747
H -0.665 -1.585 2.085
H 0.944 -2.663 3.708
H 1.350 -0.996 3.488
H 3.261 -1.574 2.452
H 2.686 -2.999 1.825
H 2.863 -1.233 -0.869
H 4.275 -1.498 -2.780
H 3.297 -1.606 -5.091
H 0.879 -1.367 -5.339
H -0.544 -1.030 -3.459
H 0.588 1.214 -2.540
H 0.074 2.576 -1.705
H 0.930 3.551 0.128
H 2.921 1.954 0.856
H 2.920 0.484 -0.041
H 3.895 1.683 -1.648
H 2.343 2.440 -2.021
H 3.507 3.198 -0.907
*
```

- HOMO level: -5.01 eV
- SMILES: CCOCC[C@]1(CCCI)O[C@@](CCF)(C(=O)[O-])[C@@](CCCN)(c2ccccc2)[C@]1(CC(=O)Br)B(O)CC
- Molecular weight: 711.2 g/mol

Mulliken population analysis, charges in e, atoms 1 to 5:
1. C -0.4907
2. C -0.3864
3. O -0.5059
4. C 0.0504
5. C -3.1182

---

Here is a 9-piece molecular cluster, C52H43B4BrO20 overall from the OMol25 dataset. Energies are from ωB97M-V/def2-TZVPD.

```
! wB97M-V def2-TZVPD RIJCOSX def2/J DEFGRID3
* xyz 0 1
C 1.997 -0.020 1.349
B 1.061 1.081 0.506
O 1.235 1.149 -0.966
B -0.032 2.000 1.331
O 0.012 3.503 1.419
B -1.270 3.893 0.734
O -2.553 3.348 1.287
B -2.424 1.850 1.319
C -3.572 0.862 0.645
C -3.304 -0.654 1.228
C -2.084 -1.463 0.469
Br -1.074 -2.423 1.958
O -1.194 1.349 2.022
H 1.559 -0.205 2.434
H 3.127 0.333 1.392
H 1.884 -1.051 0.767
H 0.933 2.048 -1.330
H -1.328 4.557 -0.235
H -4.632 1.231 1.048
H -3.622 0.918 -0.529
H -4.298 -1.301 1.149
H -3.043 -0.531 2.371
H -2.488 -2.248 -0.334
H -1.360 -0.676 -0.033
C 2.134 -3.571 -1.221
C 1.310 -4.520 -1.674
C 1.184 -5.819 -0.983
O 0.432 -6.690 -1.399
C 2.001 -6.026 0.229
C 2.825 -5.076 0.682
C 2.951 -3.778 -0.009
O 3.703 -2.907 0.407
H 2.239 -2.613 -1.716
H 0.704 -4.384 -2.562
H 1.896 -6.983 0.724
H 3.432 -5.213 1.569
C -1.129 -2.001 -4.967
C -1.119 -2.401 -6.242
C -1.820 -3.629 -6.665
O -1.810 -3.998 -7.831
C -2.536 -4.396 -5.625
C -2.546 -3.995 -4.350
C -1.844 -2.767 -3.927
O -1.855 -2.398 -2.761
H -0.619 -1.103 -4.640
H -0.599 -1.850 -7.017
H -3.046 -5.294 -5.952
H -3.065 -4.547 -3.576
C -3.241 5.226 3.807
C -4.041 4.156 3.799
C -5.092 3.977 4.821
O -5.823 2.997 4.816
C -5.224 5.027 5.851
C -4.423 6.097 5.859
C -3.373 6.276 4.837
O -2.641 7.257 4.842
H -2.465 5.373 3.065
H -3.958 3.378 3.050
H -5.999 4.881 6.593
H -4.507 6.876 6.608
C -2.531 2.348 -2.856
C -2.506 1.297 -3.681
C -2.874 1.431 -5.104
O -2.853 0.469 -5.859
C -3.268 2.772 -5.581
C -3.293 3.823 -4.756
C -2.925 3.688 -3.332
O -2.946 4.650 -2.577
H -2.266 2.266 -1.809
H -2.219 0.307 -3.347
H -3.533 2.853 -6.628
H -3.580 4.813 -5.090
C -3.431 -0.202 9.294
C -3.406 -1.253 8.469
C -3.774 -1.119 7.046
O -3.753 -2.081 6.291
C -4.168 0.222 6.569
C -4.193 1.273 7.394
C -3.825 1.138 8.818
O -3.846 2.100 9.573
H -3.166 -0.284 10.341
H -3.119 -2.243 8.803
H -4.433 0.303 5.522
H -4.480 2.263 7.060
C -0.896 6.563 -8.185
C 0.339 7.068 -8.253
C 1.427 6.553 -7.398
O 2.557 7.017 -7.459
C 1.097 5.457 -6.466
C -0.138 4.951 -6.397
C -1.226 5.466 -7.252
O -2.356 5.003 -7.191
H -1.705 6.929 -8.804
H 0.597 7.872 -8.933
H 1.906 5.090 -5.846
H -0.396 4.147 -5.718
C 6.810 -0.156 -1.507
C 5.745 0.196 -0.781
C 5.857 1.175 0.318
O 4.883 1.496 0.985
C 7.191 1.751 0.582
C 8.256 1.399 -0.145
C 8.144 0.420 -1.244
O 9.118 0.099 -1.910
H 6.746 -0.874 -2.316
H 4.760 -0.218 -0.962
H 7.255 2.468 1.391
H 9.241 1.812 0.037
C 7.085 -7.372 3.200
C 6.142 -7.094 2.295
C 4.787 -7.672 2.399
O 3.923 -7.420 1.570
C 4.516 -8.567 3.541
C 5.460 -8.845 4.446
C 6.814 -8.267 4.342
O 7.678 -8.519 5.171
H 8.084 -6.957 3.138
H 6.325 -6.439 1.452
H 3.517 -8.982 3.603
H 5.276 -9.500 5.289
*
```

- HOMO level: -9.87 eV
- SMILES: CB(O)B1OBOB(CCCBr)O1.O=C1C=CC(=O)C=C1.O=C1C=CC(=O)C=C1.O=C1C=CC(=O)C=C1.O=C1C=CC(=O)C=C1.O=C1C=CC(=O)C=C1.O=C1C=CC(=O)C=C1.O=C1C=CC(=O)C=C1.O=C1C=CC(=O)C=C1
- Molecular weight: 1111.0 g/mol

Mulliken population analysis, charges in e, atoms 1 to 5:
1. C -0.2831
2. B 1.2685
3. O -0.6212
4. B -0.7881
5. O -0.4538

---

Here is one molecule with the formula C5H6Cl2N2 from the OMol25 dataset. Energies are from ωB97M-V/def2-TZVPD.

```
! wB97M-V def2-TZVPD RIJCOSX def2/J DEFGRID3
* xyz 0 1
C 0.507 1.528 -1.016
C -0.904 1.365 -1.401
C 1.115 0.641 -0.204
C 0.289 -1.219 1.576
C 0.097 -0.544 0.240
N -1.711 0.509 -0.929
N -1.350 -0.442 -0.090
Cl 2.735 0.838 0.378
Cl 0.598 -1.948 -1.002
H 1.197 2.225 -1.465
H -1.327 1.933 -2.111
H 1.286 -1.150 1.722
H -0.158 -2.161 1.396
H -0.348 -0.705 2.349
H -2.028 -0.869 0.558
*
```

- HOMO level: -8.59 eV
- SMILES: C[C@@]1(Cl)NN=CC=C1Cl
- Energy above the lowest of the compared OMol25 structures with the same formula, charge and spin: 246.1 kJ/mol
- Molecular weight: 165.0 g/mol

natural (NBO) population analysis, charges in e, atoms 1 to 5:
1. C -0.2642
2. C -0.0377
3. C -0.0388
4. C -0.6500
5. C 0.2114

---

Here is one molecule with the formula C3H2OS from the OMol25 dataset. Energies are from ωB97M-V/def2-TZVPD.

```
! wB97M-V def2-TZVPD RIJCOSX def2/J DEFGRID3
* xyz 0 1
C -0.066 -0.469 0.032
C -0.907 0.720 -0.023
C 1.239 -0.487 0.026
O -0.522 1.868 -0.008
S 2.768 -0.613 -0.015
H -0.539 -1.442 0.075
H -1.973 0.423 -0.087
*
```

- HOMO level: -9.25 eV
- SMILES: O=CC=C=S
- Energy above the lowest of the compared OMol25 structures with the same formula, charge and spin: 0.0 kJ/mol
- Molecular weight: 86.1 g/mol

natural (NBO) population analysis, charges in e, atoms 1 to 5:
1. C -0.5511
2. C 0.4104
3. C 0.0324
4. O -0.5229
5. S 0.2543

---

Number 1: HOMO-LUMO gap 7.2 eV. Number 2: HOMO-LUMO gap 7.8 eV. Number 3: HOMO-LUMO gap 9.0 eV. Number 4: HOMO-LUMO gap 8.6 eV.